{
  "formula": "C9H27AgFNO15P3",
  "method": "the ωB97M-V functional and the def2-TZVPD basis",
  "e_lumo_ev": [0.260, -4.114],
  "e_tot_ev": -76556.042,
  "e_homo_ev": [-10.2, -8.9],
  "spin_multiplicity": 2,
  "s_squared": 0.767,
  "gap_ev": [10.5, 4.8],
  "species": ["Ag", "F", "N", "O", "O", "O", "C", "O", "P", "O", "O", "C", "O", "C", "H", "H", "H", "H", "H", "H", "H", "H", "H", "C", "O", "P", "O", "O", "C", "O", "C", "H", "H", "H", "H", "H", "H", "H", "H", "H", "C", "O", "P", "O", "O", "C", "O", "C", "H", "H", "H", "H", "H", "H", "H", "H", "H"],
  "coordinates": [[-1.987712, -1.186736, -0.645388], [-1.436937, -3.319049, -1.543074], [-4.536612, -0.742523, -2.073004], [-4.346858, -0.478854, -0.903370], [-3.621619, -1.159120, -2.726454], [-5.627429, -0.548666, -2.630387], [2.020003, -2.687366, 3.056770], [1.119112, -1.780373, 2.472306], [-0.502419, -1.985794, 2.494206], [-1.279179, -0.945074, 1.698797], [-0.674937, -3.502971, 2.036120], [-1.950847, -4.075948, 1.768730], [-0.867139, -2.133429, 4.087322], [-0.618056, -1.073499, 5.032133], [1.635510, -3.703892, 3.140078], [2.469789, -2.339452, 3.986689], [2.872955, -2.698412, 2.378214], [-2.698281, -3.291625, 1.888235], [-2.232157, -4.936720, 2.375392], [-1.861928, -4.412331, 0.735750], [-0.048552, -0.228096, 4.646032], [0.020534, -1.400377, 5.852772], [-1.569330, -0.808704, 5.493689], [1.391372, -0.809743, -0.886514], [2.620460, -0.168964, -1.284463], [3.837510, -0.996801, -1.935169], [3.397800, -2.083543, -2.803012], [4.693769, 0.228608, -2.633942], [4.188042, 0.979281, -3.761224], [4.741326, -1.425120, -0.653635], [5.215413, -0.459094, 0.236307], [1.348105, -1.896692, -0.955546], [0.650399, -0.307717, -1.508636], [1.285555, -0.477195, 0.146107], [4.366195, 2.033485, -3.549014], [3.145333, 0.775324, -4.004666], [4.752618, 0.818385, -4.679624], [4.883898, -0.747768, 1.233745], [4.767109, 0.533738, 0.198936], [6.291187, -0.428193, 0.063521], [-3.831423, 2.481073, 0.715990], [-3.195824, 3.114907, -0.412171], [-1.705333, 2.680184, -0.880419], [-1.419658, 1.218304, -0.758685], [-1.548358, 3.326936, -2.374584], [-2.058406, 2.566415, -3.489451], [-0.798615, 3.550107, 0.124485], [-0.702361, 4.939173, -0.013932], [-4.365656, 3.293595, 1.208436], [-3.210428, 1.939645, 1.429659], [-4.606834, 1.800117, 0.365081], [-2.602045, 3.179855, -4.207956], [-2.673461, 1.717287, -3.191451], [-1.211571, 2.192713, -4.065049], [-0.497438, 5.434646, 0.935073], [-1.553807, 5.399035, -0.515603], [0.127218, 5.037030, -0.714154]],
  "forces_ev_per_a": [[-0.22, -0.93, -1.01], [-0.29, 1.50, 0.85], [-4.00, 1.47, -0.47], [0.21, 0.49, 2.56], [3.88, -1.69, -1.77], [0.66, -0.22, 0.51], [1.42, -0.69, -0.28], [-2.89, 0.78, -0.37], [0.36, -0.21, 0.53], [1.51, -1.90, 1.19], [0.96, 1.15, 0.92], [-0.61, 0.14, -1.04], [0.53, 0.66, -1.47], [0.14, 0.01, 0.52], [-0.15, 0.17, 0.10], [-0.68, 0.18, 0.31], [-0.04, -0.29, -0.19], [-0.29, -0.24, -0.24], [0.59, 0.22, 0.46], [-0.49, 0.14, -0.07], [-0.54, 0.13, -0.54], [-0.03, -0.73, -0.13], [0.06, 0.35, -0.35], [0.04, 1.05, 0.33], [1.18, -0.54, -0.56], [0.02, 1.64, 0.18], [0.47, -0.10, 0.23], [-0.74, -1.34, 0.59], [0.21, 0.20, -0.04], [-1.42, -0.17, -2.46], [0.19, 0.62, 1.02], [0.29, 0.09, -0.30], [-0.37, -0.44, 0.15], [-0.45, -0.29, 0.01], [-0.41, -0.02, 0.31], [-0.03, 0.02, 0.39], [0.27, -0.67, 0.22], [0.72, -0.49, 0.21], [0.01, 0.10, -0.95], [-0.03, 0.32, 0.66], [-1.15, 0.26, 0.04], [1.37, -0.73, -0.84], [-0.74, -0.12, 0.45], [-0.23, 1.40, -0.29], [-0.38, -0.55, 2.06], [0.34, -0.49, -0.74], [-0.82, -2.02, -0.65], [0.76, 1.00, -1.29], [0.22, -0.04, 0.25], [0.50, 0.25, -0.33], [0.25, -0.13, -0.24], [-0.20, 0.41, 0.61], [0.00, 0.13, 0.15], [0.14, -0.17, 0.28], [-0.04, -0.34, -0.03], [-0.32, -0.13, 0.30], [0.24, 0.82, 0.23]]
}

{
  "formula": "C9H27BCsNNbO5P",
  "method": "the ωB97M-V functional and the def2-TZVPD basis",
  "e_lumo_ev": -1.464,
  "e_tot_ev": -33557.593,
  "e_homo_ev": -6.7,
  "spin_multiplicity": 1,
  "gap_ev": 5.3,
  "species": ["C", "C", "O", "P", "O", "C", "C", "C", "Nb", "C", "N", "C", "B", "O", "O", "O", "C", "C", "H", "H", "H", "H", "H", "H", "H", "H", "H", "H", "H", "H", "H", "H", "H", "H", "H", "H", "H", "H", "H", "H", "H", "H", "H", "H", "H", "Cs"],
  "coordinates": [[1.513715, -2.967946, 1.249909], [2.810343, -2.542068, 0.604242], [2.729490, -2.371967, -0.826651], [2.000470, -1.173569, -1.550104], [2.659736, -0.845118, -2.816488], [0.287779, -1.543659, -1.778894], [-0.600295, -0.318013, -2.058121], [-2.016065, -0.428679, -1.491575], [-2.442227, -0.561474, 0.745013], [-4.472787, 0.414083, 0.920905], [-4.481023, 1.441161, 1.980715], [-1.015099, 1.171701, 1.149228], [-1.092568, 2.357460, 0.216829], [0.084627, 3.223340, 0.070167], [-2.148656, 2.740980, -0.567639], [2.122395, 0.052197, -0.517042], [3.450860, 0.597480, -0.520138], [3.601652, 1.524699, 0.671407], [0.962834, -3.618433, 0.580773], [0.891947, -2.118246, 1.506427], [1.726287, -3.504723, 2.168865], [3.182514, -1.624850, 1.052826], [3.573136, -3.300299, 0.739023], [0.374584, -2.137544, -2.686850], [-0.125823, -2.178888, -1.000714], [-0.095745, 0.597763, -1.730508], [-0.661005, -0.235837, -3.144988], [-2.456544, -1.323611, -1.933923], [-2.576626, 0.436090, -1.854155], [-3.461339, -2.064892, 0.491343], [-2.626538, -0.773954, 2.577150], [-1.221132, -1.880609, 1.069976], [-4.574381, 0.888484, -0.060125], [-5.324621, -0.246515, 1.027766], [-4.268340, 2.350876, 1.601709], [-3.809014, 1.229062, 2.703505], [0.003703, 0.772803, 1.127450], [-1.180979, 1.509566, 2.174858], [0.591021, 2.841715, -0.639404], [-2.317471, 3.679176, -0.503427], [3.623836, 1.119578, -1.449617], [4.185832, -0.198454, -0.461272], [2.604885, 1.735564, 1.056343], [4.060056, 2.468289, 0.407543], [4.153594, 1.053203, 1.474267], [1.772984, 3.754076, -1.776602]],
  "forces_ev_per_a": [[0.14, 0.22, -0.05], [0.13, -0.24, 0.03], [0.05, -0.17, 0.32], [-0.11, -0.21, -0.49], [0.33, 0.26, -0.55], [-0.15, 0.08, 0.17], [-0.16, -0.07, -0.54], [1.04, -0.32, 0.32], [-1.06, 1.53, -0.46], [0.08, -1.32, 0.41], [0.17, 0.02, -0.24], [0.28, -0.39, -0.22], [0.43, -0.06, 0.44], [-0.72, 0.07, 0.30], [-0.52, -0.16, 0.47], [0.08, 0.29, 0.28], [0.13, 0.25, 0.60], [-0.67, -0.16, 0.10], [-0.14, -0.19, -0.01], [-0.23, 0.08, -0.09], [0.02, -0.12, 0.13], [0.05, 0.18, 0.04], [0.12, -0.14, -0.08], [-0.20, -0.30, -0.08], [-0.02, 0.07, 0.27], [-0.02, 0.13, 0.26], [0.16, 0.20, -0.17], [-0.27, -0.08, -0.04], [-0.30, 0.09, 0.07], [0.20, -0.07, 0.01], [0.40, -0.11, 0.01], [-0.84, -0.10, 0.10], [0.14, 0.09, -0.21], [-0.18, 0.00, 0.06], [0.14, 0.12, 0.01], [0.02, -0.03, 0.15], [0.22, 0.06, 0.15], [-0.24, -0.02, 0.15], [-1.97, -1.88, 2.06], [0.05, 0.47, -0.44], [0.02, 0.05, -0.50], [0.11, -0.19, -0.19], [-0.12, 0.12, 0.13], [0.39, 0.21, -0.01], [0.17, 0.08, 0.16], [2.89, 1.68, -2.81]]
}